Density functional theory data (ωB97M-V/def2-TZVPD) for a cluster of 8 separate species, C25H42Br14N3O4PS in total at a distorted geometry.

```
90
Properties=species:S:1:pos:R:3:lowdin_charge:R:1
C -0.102 2.489 1.459 -0.055
C 1.505 2.467 1.785 -0.267
O 1.853 2.085 3.045 -0.048
O 2.594 2.862 0.878 -0.092
C 2.493 2.212 -0.438 -0.195
C 3.788 1.302 -0.864 -0.159
C 3.214 -0.047 -1.598 -0.218
C 3.052 -0.089 -3.229 0.033
C 2.448 -1.375 -4.046 -0.116
C 2.259 -1.421 -5.674 -0.111
C 1.973 -2.689 -3.181 -0.194
N 1.349 -3.996 -3.628 -0.274
S 1.088 -4.924 -2.132 0.871
N 1.668 -3.916 -0.801 -0.255
C 2.148 -2.661 -1.550 -0.207
C 2.768 -1.353 -0.713 -0.256
P 2.881 -1.543 1.184 0.684
N 3.868 -2.839 1.451 -0.256
O 1.335 -1.997 1.908 -0.236
O 3.592 -0.192 2.022 -0.241
H -0.685 2.019 2.389 0.028
H -0.529 3.529 1.132 0.080
H -0.299 1.720 0.568 0.082
H 2.404 3.096 -1.235 0.085
H 1.538 1.550 -0.594 0.122
H 4.569 1.115 -0.014 0.101
H 4.364 1.919 -1.707 0.126
H 3.374 0.868 -3.846 0.109
H 2.755 -2.428 -6.073 0.097
H 2.813 -0.518 -6.176 0.080
H 1.119 -1.485 -6.009 0.098
H 4.212 -3.212 0.515 -0.072
H 0.641 -1.335 1.592 0.052
H 3.238 -0.164 2.969 0.093
Br 4.276 -7.074 4.618 0.596
C 6.099 -6.535 4.181 -0.702
C 6.114 -5.494 3.086 -0.691
Br 5.790 -6.301 1.340 0.610
H 6.648 -7.445 3.923 0.050
H 6.504 -6.124 5.110 0.056
H 7.102 -5.033 3.007 0.057
H 5.362 -4.712 3.220 0.041
Br -4.837 1.458 4.544 0.609
C -4.219 2.075 2.800 -0.674
C -3.971 0.914 1.866 -0.700
Br -2.295 0.011 2.291 0.671
H -3.331 2.689 2.975 0.052
H -5.025 2.710 2.422 0.041
H -3.852 1.266 0.837 -0.041
H -4.759 0.156 1.897 0.004
Br 0.364 4.903 -2.028 0.632
C 1.247 6.279 -0.965 -0.675
C 0.377 6.721 0.189 -0.693
Br -1.047 7.910 -0.415 0.605
H 1.508 7.092 -1.648 0.055
H 2.165 5.810 -0.599 0.056
H 0.956 7.311 0.904 0.062
H -0.102 5.890 0.714 0.034
Br -7.009 3.579 -0.554 0.595
C -7.441 4.747 0.946 -0.690
C -7.196 6.197 0.599 -0.695
Br -5.292 6.622 0.640 0.595
H -6.853 4.400 1.801 0.040
H -8.502 4.573 1.146 0.061
H -7.650 6.855 1.345 0.059
H -7.563 6.474 -0.394 0.053
Br 6.990 -4.609 -2.211 0.585
C 7.873 -3.233 -1.148 -0.686
C 7.004 -2.791 0.006 -0.633
Br 5.580 -1.602 -0.598 0.846
H 8.134 -2.420 -1.831 0.049
H 8.791 -3.702 -0.782 0.057
H 7.583 -2.201 0.721 0.066
H 6.524 -3.622 0.531 -0.006
Br -4.778 -2.990 0.567 0.622
C -6.254 -2.697 1.808 -0.677
C -7.521 -2.326 1.074 -0.662
Br -7.475 -0.469 0.478 0.657
H -5.926 -1.934 2.520 0.047
H -6.377 -3.648 2.333 0.062
H -8.386 -2.389 1.740 0.060
H -7.705 -2.940 0.188 0.056
Br -4.020 -0.996 -4.834 0.602
C -5.256 -1.377 -3.375 -0.695
C -5.761 -0.103 -2.739 -0.684
Br -4.413 0.686 -1.571 0.635
H -4.732 -2.033 -2.675 0.035
H -6.079 -1.930 -3.836 0.061
H -6.615 -0.309 -2.088 -0.018
H -6.041 0.664 -3.467 0.057
```

Summary:
Multiplicity   1
Maximum force   8.77 eV Å⁻¹
LUMO energy   -1.629 eV
Energy relative to the best compared isomer or geometry (same formula, charge and spin)   310.9 kcal per mole
SMILES   CC(=O)OCCc1cc(C)c2nsnc2c1P(=N)(O)O.BrCCBr.BrCCBr.BrCCBr.BrCCBr.BrCCBr.BrCCBr.BrCCBr
Total charge   0
HOMO-LUMO gap   6.171 eV
Electronic energy   -1039973.9687 eV

***

Density functional theory data (ωB97M-V/def2-TZVPD) for a cluster of 5 separate species, C25H42Br2FN2O12 in total at a distorted geometry.

```
84
Properties=species:S:1:pos:R:3:lowdin_charge:R:1
C -4.070 -2.949 -8.242 -0.130
C -3.124 -1.755 -7.921 -0.689
Br -1.789 -1.293 -9.247 0.811
C -3.210 -1.052 -6.770 -0.656
Br -4.584 -1.484 -5.437 0.800
C -2.319 0.120 -6.414 -0.150
C -2.834 1.505 -6.359 0.086
C -1.831 2.452 -5.956 -0.008
N -0.549 2.225 -5.633 0.065
N -0.046 1.010 -5.698 0.168
C -0.888 0.054 -6.055 -0.186
C -0.243 -1.379 -6.090 -0.098
C -0.014 -1.969 -4.655 -0.155
F 1.306 -1.718 -4.235 -0.065
H -3.527 -3.699 -8.871 0.084
H -4.357 -3.499 -7.310 0.056
H -5.013 -2.608 -8.743 0.104
H -3.885 1.758 -6.601 0.146
H -2.158 3.518 -5.903 0.157
H 0.066 2.986 -5.331 0.198
H -0.809 -2.086 -6.729 0.077
H 0.763 -1.223 -6.565 0.139
H -0.102 -3.085 -4.721 0.132
H -0.770 -1.631 -3.901 0.123
C 4.673 -2.762 -3.467 -0.062
C 4.603 -1.967 -4.755 -0.225
O 5.790 -1.184 -4.935 0.033
C 6.843 -1.844 -5.432 -0.603
O 6.870 -3.008 -5.739 0.125
O 7.867 -0.988 -5.514 0.005
C 9.083 -1.578 -5.978 -0.039
H 4.888 -2.105 -2.622 0.084
H 3.731 -3.280 -3.282 0.074
H 5.473 -3.503 -3.507 0.079
H 3.771 -1.264 -4.705 0.103
H 4.429 -2.614 -5.617 0.123
H 8.931 -2.106 -6.920 0.097
H 9.483 -2.253 -5.221 0.100
H 9.797 -0.774 -6.142 0.094
C -5.691 1.491 0.712 -0.059
C -5.621 2.469 -0.442 -0.192
O -4.254 2.720 -0.816 0.035
C -3.693 1.801 -1.598 -0.603
O -4.219 0.803 -2.020 0.116
O -2.422 2.170 -1.828 0.009
C -1.687 1.234 -2.607 -0.057
H -5.076 1.834 1.542 0.060
H -6.719 1.377 1.059 0.090
H -5.315 0.509 0.419 0.083
H -6.040 3.428 -0.137 0.128
H -6.201 2.122 -1.299 0.124
H -2.211 0.997 -3.535 0.067
H -1.502 0.328 -2.029 0.108
H -0.728 1.688 -2.856 0.089
C -0.305 0.450 6.630 -0.064
C -1.784 0.163 6.473 -0.207
O -2.366 1.002 5.463 0.039
C -2.185 0.597 4.205 -0.598
O -1.596 -0.392 3.852 0.125
O -2.761 1.495 3.393 0.012
C -2.591 1.213 2.007 -0.053
H -0.137 1.515 6.807 0.081
H 0.113 -0.117 7.463 0.081
H 0.245 0.188 5.724 0.077
H -2.303 0.393 7.404 0.120
H -1.967 -0.891 6.255 0.125
H -2.911 0.198 1.768 0.104
H -1.549 1.365 1.720 0.105
H -3.206 1.910 1.448 0.060
C 3.678 -0.368 12.951 -0.066
C 3.998 0.222 11.592 -0.214
O 2.834 0.238 10.754 0.034
C 1.989 1.251 10.963 -0.602
O 2.124 2.134 11.770 0.127
O 0.952 1.107 10.127 -0.007
C -0.063 2.098 10.288 -0.041
H 3.213 -1.350 12.843 0.082
H 4.584 -0.469 13.550 0.081
H 2.973 0.262 13.496 0.076
H 4.735 -0.402 11.086 0.122
H 4.426 1.222 11.680 0.124
H 0.354 3.103 10.233 0.099
H -0.582 1.949 11.235 0.101
H -0.777 1.976 9.475 0.081
```

Summary:
Multiplicity   1
Maximum force   4.01 eV Å⁻¹
LUMO energy   -5.428 eV
Total charge   +1
HOMO-LUMO gap   6.376 eV
Electronic energy   -196950.7466 eV

***

Density functional theory data (ωB97M-V/def2-TZVPD) for a structure of composition C25H42BrF5I2N5O5P at a distorted geometry.

```
86
Properties=species:S:1:pos:R:3:lowdin_charge:R:1
C -2.111 0.546 5.267 -0.093
N -0.924 0.442 4.404 -0.076
C -1.282 -0.048 3.099 -0.199
N -0.477 0.561 2.040 -0.007
C -0.654 0.056 0.763 -0.273
N -1.641 0.415 -0.007 -0.088
O -1.669 -0.188 -1.253 -0.124
C -2.184 0.648 -2.325 -0.173
C -1.683 -0.020 -3.612 -0.175
N -0.374 0.478 -4.034 -0.055
C -0.494 1.437 -5.148 -0.189
C -1.002 2.815 -4.727 -0.508
C -0.152 3.466 -3.620 -0.043
O -2.367 2.857 -4.387 -0.325
P -2.985 1.574 0.355 0.985
C -4.326 0.456 0.895 -0.227
O -2.575 2.405 1.682 -0.274
N 0.363 -0.789 0.459 0.001
C 0.028 -2.118 -0.087 -0.117
C 1.135 -2.865 -0.842 -0.157
C 0.987 -2.872 -2.380 -0.088
C 1.286 -4.220 -3.013 -0.425
F 1.932 -3.976 -4.186 0.111
F 2.147 -4.960 -2.282 0.123
C 0.040 -5.080 -3.392 -0.565
F -1.036 -4.346 -3.614 0.182
F 0.293 -5.743 -4.519 0.172
F -0.201 -6.001 -2.465 0.173
C 1.496 -0.630 1.417 -0.276
C 1.917 -1.882 2.180 -0.053
C 1.644 -1.821 3.692 -0.317
C 1.714 -3.126 4.382 -0.047
O 0.466 -2.436 4.119 -0.060
C 2.695 -0.075 0.529 -0.651
I 2.360 0.370 -1.518 1.102
C 3.908 0.157 1.032 -0.846
C 4.266 -0.011 2.483 -0.156
I 5.541 0.866 -0.088 0.882
C 0.966 0.681 2.158 -0.180
C 1.333 2.030 1.498 -0.082
C 0.645 3.160 2.290 -0.306
C 1.184 4.519 2.052 -0.056
O -0.102 4.078 1.552 -0.054
H -1.817 0.753 6.291 0.081
H -2.658 -0.393 5.195 0.085
H -2.778 1.334 4.898 0.081
H -0.524 1.369 4.348 0.083
H -1.263 -1.145 3.037 0.129
H -2.329 0.223 2.901 0.089
H -3.273 0.654 -2.364 0.115
H -1.779 1.654 -2.305 0.086
H -1.564 -1.086 -3.365 0.099
H -2.438 0.060 -4.387 0.119
H 0.117 0.887 -3.252 -0.010
H 0.498 1.577 -5.584 0.116
H -1.150 0.982 -5.886 0.084
H -0.885 3.462 -5.610 0.108
H 0.120 4.492 -3.853 0.073
H -0.757 3.513 -2.709 0.064
H 0.724 2.869 -3.349 0.043
H -2.868 2.149 -4.962 -0.191
H -4.044 -0.272 1.652 0.035
H -4.702 -0.022 -0.010 0.046
H -5.123 1.118 1.234 0.049
H -2.893 3.313 1.604 0.073
H -0.262 -2.742 0.763 0.123
H -0.849 -2.088 -0.722 0.120
H 2.141 -2.574 -0.544 0.098
H 1.049 -3.906 -0.522 0.119
H 1.694 -2.181 -2.830 0.069
H 0.004 -2.491 -2.645 0.102
H 1.353 -2.781 1.941 0.116
H 2.975 -2.108 2.102 0.124
H 2.006 -0.958 4.244 0.131
H 1.937 -3.109 5.439 0.116
H 1.755 -4.035 3.799 0.119
H 4.807 0.884 2.798 0.069
H 4.950 -0.845 2.632 0.092
H 3.400 -0.067 3.131 0.050
H 1.225 0.860 3.197 0.140
H 2.381 2.279 1.633 0.121
H 0.982 2.128 0.473 0.100
H 0.318 2.931 3.303 0.132
H 1.107 5.250 2.844 0.112
H 1.828 4.646 1.193 0.122
Br -3.523 2.605 -6.609 -0.102
```

Summary:
Multiplicity   1
Maximum force   3.37 eV Å⁻¹
LUMO energy   -0.617 eV
Total charge   0
HOMO-LUMO gap   4.960 eV
Electronic energy   -153406.1088 eV